1.
The following is a quantum chemistry calculation of a 2-piece molecular cluster, C3H9NO2 overall in a non-equilibrium geometry, from the OMol25 dataset.

* HOMO energy: -0.3424 Ha
* relative energy (zero: lowest compared OMol25 entry of this formula, charge and spin): 54.6 kcal/mol
* electronic energy: -324.8856 Ha
* structure (SMILES): CNCC=O.O
* 2S+1: 1
* max |F|: 3.9 eV/A
* lowest unoccupied orbital energy: 0.6 eV

Each line ends with the Mulliken charge.
Geometry (Å):
C  -0.08530  -1.81303  1.23829  -0.825
N  0.59167  -0.55585  0.86550  -0.462
C  -0.45588  0.43576  0.79951  -0.432
C  0.06682  1.85892  0.44714  -0.026
O  -0.23592  2.53248  -0.56111  -0.498
H  -0.24220  -1.91864  2.29640  0.311
H  0.42863  -2.69149  0.76736  0.287
H  -1.02674  -1.82464  0.73045  0.324
H  0.99913  -0.49444  -0.06715  0.327
H  -1.28907  0.16108  0.10015  0.323
H  -0.82320  0.43690  1.86344  0.344
H  0.84705  2.10675  1.16743  0.332
H  0.83560  -2.15753  -2.40878  0.322
H  0.22909  -0.72616  -2.81915  0.327
O  0.07919  -1.51883  -2.26367  -0.654

=====

2.
The following is a quantum chemistry calculation of a 2-piece molecular cluster, C3H9NO2 overall in a non-equilibrium geometry, from the OMol25 dataset.

* HOMO energy: -0.3677 Ha
* relative energy (zero: lowest compared OMol25 entry of this formula, charge and spin): 45.8 kcal/mol
* electronic energy: -324.8996 Ha
* structure (SMILES): CC(N)=O.CO
* 2S+1: 1
* max |F|: 3.8 eV/A
* lowest unoccupied orbital energy: 0.9 eV

Each line ends with the Mulliken charge.
Geometry (Å):
C  0.49919  0.27742  1.40476  -0.979
C  0.05593  1.61528  1.04387  0.662
O  -0.63743  1.90446  0.07164  -0.618
N  0.37190  2.58349  1.94729  -0.371
H  1.36168  0.08286  2.04513  0.322
H  0.70175  -0.31428  0.59908  0.282
H  0.39218  3.49219  1.54752  0.229
H  0.80346  2.58106  2.82092  0.174
H  -0.41446  -0.15043  1.71013  0.305
C  -0.78810  -1.70389  -2.08770  -0.507
O  -0.00796  -2.91276  -1.95335  -0.525
H  0.61184  -3.07109  -2.63047  0.286
H  -0.47844  -1.03925  -2.82443  0.301
H  -0.81244  -1.19530  -1.20100  0.135
H  -1.65912  -2.14977  -2.49338  0.305

=====

3.
The following is a quantum chemistry calculation of a 2-piece molecular cluster, C3H9NO2 overall in a non-equilibrium geometry, from the OMol25 dataset.

* HOMO energy: -0.3462 Ha
* relative energy (zero: lowest compared OMol25 entry of this formula, charge and spin): 65.5 kcal/mol
* electronic energy: -324.8683 Ha
* structure (SMILES): C=CO.NCO
* 2S+1: 1
* max |F|: 2.6 eV/A
* lowest unoccupied orbital energy: 0.6 eV

Each line ends with the Mulliken charge.
Geometry (Å):
C  3.60975  0.28616  0.65088  -0.745
C  2.81361  1.33935  0.50786  0.134
O  1.66084  1.52683  1.24506  -0.490
H  4.56293  0.23996  0.15879  0.251
H  3.15140  -0.62762  1.02165  0.251
H  3.15283  2.24670  0.01125  0.292
H  1.87218  1.04185  2.07018  0.309
N  -1.89410  -0.16957  -1.10834  -0.505
C  -3.09413  -0.89295  -0.90059  -0.123
O  -2.81040  -2.11459  -0.15189  -0.508
H  -1.33350  0.03411  -0.28915  0.187
H  -1.98604  0.72829  -1.56907  0.209
H  -3.45670  -1.30738  -1.82079  0.246
H  -3.99506  -0.48825  -0.40558  0.224
H  -2.25359  -1.84291  0.57973  0.269

=====

4.
The following is a quantum chemistry calculation of a 2-piece molecular cluster, C3H9NO2 overall in a non-equilibrium geometry, from the OMol25 dataset.

* HOMO energy: -0.3527 Ha
* relative energy (zero: lowest compared OMol25 entry of this formula, charge and spin): 22.5 kcal/mol
* electronic energy: -324.9368 Ha
* structure (SMILES): CN(C)C=O.O
* 2S+1: 1
* max |F|: 1.5 eV/A
* lowest unoccupied orbital energy: 0.8 eV

Each line ends with the Mulliken charge.
Geometry (Å):
C  -0.60217  1.20857  0.22174  0.128
N  0.51356  0.49113  0.04360  0.115
C  0.56434  -0.70277  -0.76649  -1.045
C  1.76075  0.81714  0.71266  -0.856
O  -1.66766  0.96168  -0.33280  -0.634
H  -0.54862  2.12683  0.81639  0.334
H  -0.34293  -0.75100  -1.36467  0.370
H  0.63128  -1.63877  -0.21424  0.337
H  1.41828  -0.63140  -1.43488  0.353
H  2.56371  0.74405  -0.02098  0.280
H  1.98957  0.06906  1.48178  0.333
H  1.81440  1.77547  1.22293  0.289
H  -3.38362  -1.70320  -0.48318  0.303
H  -2.23078  -0.97138  0.27995  0.333
O  -2.48011  -1.79541  -0.16182  -0.639

=====

5.
The following is a quantum chemistry calculation of a 2-piece molecular cluster, C3H9NO2 overall in a non-equilibrium geometry, from the OMol25 dataset.

* HOMO energy: -0.3086 Ha
* relative energy (zero: lowest compared OMol25 entry of this formula, charge and spin): 37.5 kcal/mol
* electronic energy: -324.9128 Ha
* structure (SMILES): CC(=O)O.CN
* 2S+1: 1
* max |F|: 3.5 eV/A
* lowest unoccupied orbital energy: 0.5 eV

Each line ends with the Mulliken charge.
Geometry (Å):
C  -2.06476  2.03450  -1.07437  -0.814
C  -1.10885  0.88070  -1.11571  0.558
O  -1.19962  0.02710  -2.16920  -0.468
O  -0.47097  0.55682  -0.14993  -0.527
H  -3.08007  1.70701  -1.31557  0.264
H  -1.84681  2.84816  -1.76711  0.282
H  -2.12449  2.41415  -0.06238  0.299
C  2.28041  -1.78080  1.09702  -0.596
N  1.61164  -0.63149  1.74385  -0.533
H  -1.55000  -0.80603  -1.98408  0.315
H  0.85833  -0.36337  1.12653  0.307
H  1.25452  -0.71722  2.67026  0.225
H  2.43503  -2.57466  1.83568  0.261
H  3.31912  -1.51841  0.91836  0.207
H  1.68652  -2.07646  0.24666  0.220

=====

6.
The following is a quantum chemistry calculation of a 2-piece molecular cluster, C3H9NO2 overall in a non-equilibrium geometry, from the OMol25 dataset.

* HOMO energy: -0.3317 Ha
* relative energy (zero: lowest compared OMol25 entry of this formula, charge and spin): 70.5 kcal/mol
* electronic energy: -324.8603 Ha
* structure (SMILES): CNCC=O.O
* 2S+1: 1
* max |F|: 6.2 eV/A
* lowest unoccupied orbital energy: 0.8 eV

Each line ends with the Mulliken charge.
Geometry (Å):
C  2.45395  -0.33373  -0.51929  -0.814
N  0.95974  0.11036  -0.54303  -0.351
C  0.72580  0.90450  0.65965  -0.224
C  -0.87475  0.88754  0.87003  -0.134
O  -1.37948  -0.04481  1.55216  -0.486
H  2.52869  -1.28234  -0.87954  0.357
H  2.97945  -0.07158  0.39390  0.282
H  2.92563  0.31230  -1.28418  0.256
H  0.37931  -0.75817  -0.67219  0.248
H  1.13031  0.44982  1.61667  0.293
H  0.98909  1.98955  0.73792  0.252
H  -1.60846  1.56626  0.34759  0.338
H  -2.11013  -1.03689  -0.56841  0.331
H  -2.46772  -1.31344  -2.07710  0.281
O  -1.78232  -1.12742  -1.53665  -0.628